ORCA calculation (wB97M-V/def2-TZVPD) on an isolated molecule of C2H3N3S2.

## Properties
**DFT total energy**: -28260.439 eV
**Molecular weight**: 133.201 g mol⁻¹
**Energy relative to the best compared isomer or geometry (same formula, charge and spin)**: 2.330 eV
**Frontier orbital gap**: 8.974 eV

```
10
Properties=species:S:1:pos:R:3:forces:R:3:nbo_charge:R:1
S -1.829 -0.213 0.972 0.2 -0.2 -0.2 0.05
C -0.311 -0.314 -0.010 0.4 2.0 -1.1 -0.33
S -0.369 -1.509 -1.372 0.1 0.0 0.3 0.05
C 0.984 -0.415 0.703 -0.4 0.4 -0.5 0.08
N 1.755 0.587 0.507 0.9 -1.4 1.3 -0.28
N 1.134 1.484 -0.337 0.6 1.6 -0.7 0.00
N 0.033 1.204 -0.721 -1.9 -2.6 0.6 -0.09
H -1.742 1.099 1.194 0.1 0.2 0.1 0.14
H -0.934 -0.663 -2.234 -0.2 0.1 -0.1 0.15
H 1.280 -1.260 1.298 0.1 -0.1 0.2 0.23
```
Forces are in eV/Å.


ORCA calculation (wB97M-V/def2-TZVPD) on a structure of composition C35H51KN8O6PTe2.

## Properties
**DFT total energy**: -101529.056 eV
**Net charge**: -1
**Molecular weight**: 1005.115 g mol⁻¹
**Energy relative to the best compared isomer or geometry (same formula, charge and spin)**: 0.503 eV
**Frontier orbital gap**: 6.392 eV

```
104
Properties=species:S:1:pos:R:3:forces:R:3:mulliken_charge:R:1
K 0.227 0.277 -1.216 0.3 -0.3 0.4 1.19
N -2.128 -4.431 1.167 -0.1 0.1 -0.2 0.24
C -1.907 -3.211 0.501 -0.9 -0.3 0.1 -0.16
N -2.479 -2.086 0.944 0.0 0.1 0.1 -0.33
C -3.000 -2.041 2.200 0.1 0.2 0.0 0.45
N -3.186 -0.949 2.881 -0.2 -0.3 0.1 -1.01
N -2.700 0.216 2.356 0.2 0.3 -0.2 0.13
C -3.187 0.646 1.267 -0.1 -0.2 0.1 -0.50
C -2.746 1.906 0.650 -0.1 0.1 -0.1 0.77
C -3.498 2.419 -0.404 0.0 0.0 0.0 -0.88
C -3.142 3.637 -0.958 0.0 0.0 0.0 -0.23
C -2.025 4.287 -0.468 0.0 0.0 0.0 -0.76
C -1.301 3.669 0.544 0.0 0.0 0.0 -0.21
N -1.645 2.516 1.105 0.0 0.1 -0.1 0.10
C -3.417 -3.307 2.843 0.0 -0.2 0.0 0.82
C -4.239 -3.364 3.962 0.0 0.0 0.0 -0.39
C -4.625 -4.581 4.498 0.0 0.0 0.1 -0.74
C -4.183 -5.763 3.911 0.1 0.0 -0.1 -0.38
C -3.359 -5.728 2.800 0.0 0.0 0.0 -0.84
C -2.975 -4.498 2.261 0.1 0.0 0.1 -0.06
H -1.969 -5.274 0.643 0.1 0.0 0.0 0.28
H -1.844 -3.309 -0.577 0.3 0.0 0.0 -0.30
H -3.974 0.102 0.741 0.0 0.0 0.0 0.27
H -4.346 1.857 -0.776 0.0 0.0 0.0 0.40
H -3.712 4.058 -1.777 0.0 0.0 0.0 0.46
H -1.673 5.216 -0.892 0.0 0.0 0.0 0.26
H -0.383 4.122 0.904 0.0 0.0 0.0 0.49
H -4.557 -2.426 4.397 0.0 0.0 0.0 0.52
H -5.266 -4.615 5.370 0.0 0.0 0.0 0.40
H -4.479 -6.719 4.325 0.0 0.0 0.0 0.38
H -3.005 -6.647 2.345 0.0 0.0 0.0 0.38
C -0.830 -3.893 -3.106 0.0 0.0 -0.1 -1.90
C -0.112 -2.533 -3.041 0.1 0.0 0.2 1.63
C -1.097 -1.450 -3.533 0.0 -0.1 -0.2 -1.48
C 1.107 -2.578 -3.970 0.0 0.0 0.0 -1.55
O 0.297 -2.259 -1.741 -0.1 0.1 0.0 -0.44
H -0.995 -4.225 -4.137 0.0 0.0 0.0 0.42
H -1.805 -3.839 -2.612 0.0 0.0 0.0 0.35
H -0.215 -4.638 -2.594 0.0 0.0 0.0 0.32
H -1.453 -1.683 -4.543 -0.1 0.0 0.0 0.44
H -0.652 -0.450 -3.593 0.1 -0.2 0.0 0.12
H -1.961 -1.412 -2.861 0.0 0.0 0.0 0.27
H 0.821 -2.748 -5.014 0.0 0.0 0.0 0.36
H 1.773 -3.385 -3.652 0.0 0.0 0.0 0.35
H 1.651 -1.636 -3.911 0.0 0.0 0.0 0.16
C 1.970 -3.948 0.718 0.0 0.0 0.0 -1.54
Te 0.401 -2.493 0.718 0.4 -0.1 0.0 0.63
C 0.361 -2.858 2.844 0.2 0.1 -0.1 -1.02
C 1.647 -3.569 3.180 0.0 0.0 0.0 0.48
C 2.094 -3.686 4.496 0.0 0.0 0.0 -0.45
C 3.287 -4.326 4.792 0.0 0.0 0.0 -0.65
C 4.056 -4.861 3.766 0.0 0.0 0.0 -0.55
C 3.624 -4.747 2.454 0.0 0.0 0.0 -0.81
C 2.426 -4.103 2.148 0.0 0.1 0.0 0.84
H 2.764 -3.586 0.066 0.0 0.0 0.0 0.54
H 1.602 -4.888 0.304 0.0 0.0 0.0 0.51
H -0.515 -3.453 3.111 0.0 0.0 0.0 0.39
H 0.295 -1.895 3.352 0.0 0.0 0.1 0.31
H 1.493 -3.260 5.291 0.0 0.0 0.0 0.47
H 3.621 -4.401 5.820 0.0 0.0 0.0 0.40
H 4.994 -5.355 3.987 0.0 0.0 0.0 0.39
H 4.226 -5.151 1.648 0.0 0.0 0.0 0.45
C -1.691 3.758 -4.962 0.1 0.1 0.1 -0.91
C -0.191 3.762 -5.184 -0.1 0.0 0.1 -0.09
O 0.486 4.251 -4.017 0.4 -0.3 -0.3 -0.33
P 0.847 3.393 -2.717 -0.4 1.0 1.2 0.42
O -0.171 2.416 -2.305 -0.3 0.1 -0.5 -0.11
Te 2.472 1.496 -4.601 0.2 -0.2 -0.1 -0.26
O 0.791 4.672 -1.726 0.0 -0.1 0.0 -0.25
C 1.644 5.797 -1.952 0.0 0.1 0.0 -0.34
C 0.798 7.037 -2.153 0.0 0.0 0.0 -1.16
H -2.198 3.357 -5.842 0.0 0.0 0.0 0.43
H -2.065 4.767 -4.776 0.0 0.0 0.0 0.28
H -1.929 3.130 -4.103 0.0 0.0 0.0 0.07
H 0.099 4.436 -5.989 0.0 0.0 0.0 0.29
H 0.173 2.763 -5.416 0.0 0.0 0.0 0.00
H 2.287 5.631 -2.818 0.0 0.0 0.0 0.28
H 2.288 5.900 -1.077 0.0 0.0 0.0 0.36
H 0.155 6.911 -3.024 0.0 0.0 0.0 0.22
H 1.431 7.913 -2.307 0.0 0.0 0.0 0.41
H 0.171 7.216 -1.277 0.0 0.0 0.0 0.26
C 1.716 3.056 4.648 0.0 0.0 0.0 -1.21
N 1.049 1.886 4.109 0.0 0.0 0.0 0.25
C -0.395 1.917 4.244 0.0 0.0 0.0 -0.83
C 1.589 1.245 2.998 0.3 -0.2 0.0 0.41
N 0.951 0.805 1.984 -0.4 0.3 -0.1 0.35
N 2.975 1.048 3.078 0.0 0.0 0.0 0.03
C 3.589 0.503 1.878 -0.1 0.0 0.0 -0.69
C 3.484 0.419 4.288 0.0 0.0 0.0 -1.12
H 1.259 3.980 4.267 0.0 0.0 0.0 0.33
H 2.764 3.055 4.366 0.0 0.0 0.0 0.41
H 1.640 3.070 5.739 0.0 0.0 0.0 0.30
H -0.639 2.123 5.289 0.0 0.0 0.0 0.36
H -0.831 0.960 3.963 0.0 0.0 0.0 0.15
H -0.862 2.681 3.613 0.0 0.0 0.0 0.27
H -0.011 1.151 1.983 0.0 0.0 0.0 -0.59
H 3.316 -0.548 1.719 0.0 0.0 0.0 0.10
H 4.672 0.579 1.980 0.0 0.0 0.0 0.28
H 3.266 1.069 1.008 0.0 0.0 0.0 0.26
H 2.932 0.759 5.160 0.0 0.0 0.0 0.40
H 4.538 0.671 4.418 0.0 0.0 0.0 0.34
H 3.398 -0.676 4.235 0.0 0.0 0.0 0.27
O 2.353 3.041 -2.218 0.2 0.0 -0.6 -0.32
O 2.878 1.745 -2.608 -0.3 0.1 0.0 -0.49
```
Forces are in eV/Å.


ORCA calculation (wB97M-V/def2-TZVPD) on a cluster of 2 separate species, C6H9BrN2OS2 in total.

## Properties
**DFT total energy**: -103100.075 eV
**Molecular weight**: 269.189 g mol⁻¹
**Energy relative to the best compared isomer or geometry (same formula, charge and spin)**: 3.165 eV
**Frontier orbital gap (alpha / beta)**: 5.815 / 5.824 eV

```
21
Properties=species:S:1:pos:R:3:forces:R:3:nbo_charge:R:1
C -2.754 -1.237 -0.883 1.6 -1.8 0.6 -0.44
C -1.000 -0.532 0.506 -1.8 -1.3 -0.6 0.05
C -2.276 -0.240 -0.165 1.4 2.3 1.4 -0.15
C -0.537 -1.809 0.324 -0.7 -0.7 0.4 -0.55
C 0.546 0.012 2.236 1.2 0.7 1.5 -0.27
C 1.431 -0.577 -1.213 2.6 2.2 3.5 -0.73
N 2.567 1.697 -0.010 -3.1 -2.3 -0.7 -0.91
N 0.238 2.089 -1.412 0.9 0.6 1.5 -0.93
O -0.265 0.434 1.159 -0.7 -0.3 -1.1 -0.49
S -1.705 -2.647 -0.642 0.3 1.3 0.2 0.38
S 1.136 1.213 -0.550 3.0 -2.2 -1.5 1.62
Br -3.093 1.485 0.079 0.1 -0.5 -0.3 0.03
H -3.500 -1.277 -1.582 -2.0 0.1 -1.2 0.23
H 0.074 0.128 3.239 -0.3 0.3 -0.9 0.20
H 1.309 0.778 2.101 0.7 -0.4 1.0 0.19
H 0.960 -1.005 2.261 -0.3 0.3 -1.0 0.23
H 2.521 -0.624 -0.907 -1.2 -0.1 -0.4 0.25
H 0.828 -1.249 -0.576 0.0 -0.2 -0.2 0.30
H 1.346 -0.631 -2.238 -0.7 0.2 -2.2 0.23
H 2.262 2.554 0.356 0.4 2.6 1.0 0.35
H -0.086 1.440 -2.084 -1.4 -0.7 -1.1 0.38
```
Forces are in eV/Å.


ORCA calculation (wB97M-V/def2-TZVPD) on a cluster of 5 separate species, C29H58BClFN2O11P in total.

## Properties
**DFT total energy**: -81714.910 eV
**Molecular weight**: 707.023 g mol⁻¹
**Frontier orbital gap**: 8.343 eV

```
104
Properties=species:S:1:pos:R:3:forces:R:3:mulliken_charge:R:1
C 2.744 2.249 5.317 -3.9 1.3 -5.6 -0.64
C 2.113 2.514 4.182 3.4 -3.1 4.7 -0.51
C 1.509 2.314 2.680 0.0 2.1 1.5 1.25
C 0.386 1.176 2.577 -0.6 0.0 1.2 -0.85
C 0.534 0.046 1.462 -0.6 -0.4 0.6 -0.63
C 1.452 0.352 0.171 -1.5 -1.3 -3.7 1.52
C 1.292 1.788 -0.599 0.2 0.2 1.2 0.27
C -0.152 2.468 -0.427 0.6 6.3 1.0 -0.08
O -0.166 3.747 -0.277 -0.1 -6.5 -0.7 -0.61
O -1.420 1.786 -0.374 0.8 0.5 -2.5 -0.13
C -2.181 2.010 -1.572 -1.0 2.5 -4.1 0.54
C -3.551 1.150 -1.803 0.7 -0.5 1.1 -0.48
O -1.905 2.856 -2.485 -0.3 -3.9 4.7 -0.56
C 0.695 -0.623 -0.930 -1.7 -0.9 -1.1 -1.19
O -0.018 -0.318 -1.940 2.8 -1.3 4.0 -0.65
N 0.982 -1.990 -0.443 0.4 3.8 -1.9 0.22
C 2.446 -1.950 -0.059 -1.7 -3.9 -0.2 -0.57
O 2.452 -2.782 1.154 0.0 1.3 -0.3 -0.57
C 3.106 -2.964 -1.130 0.9 -1.2 0.4 -0.48
C 4.638 -3.420 -0.748 -0.6 0.1 -1.4 -0.18
F 4.691 -4.851 -0.442 -0.3 2.5 -0.3 -0.39
C 2.914 -0.408 0.039 -1.4 0.9 0.8 1.47
B 3.852 0.015 -1.267 0.1 0.0 -2.3 0.01
O 3.299 0.146 -2.627 0.5 -1.5 2.6 -0.81
N 5.347 0.251 -1.171 -1.2 0.6 -1.3 -0.21
C 5.638 1.684 -1.601 -0.2 0.8 0.4 -0.99
C 6.122 -0.682 -2.055 1.8 0.2 0.0 -0.99
P 4.181 -0.258 1.449 2.0 0.1 1.0 0.29
O 4.778 1.385 1.582 -2.5 -1.4 -1.4 -0.53
Cl 3.283 -0.584 3.367 0.0 0.6 -1.2 -0.25
H 3.081 2.044 6.393 -0.6 0.7 -2.4 0.34
H 2.380 2.248 1.938 -1.2 -0.2 1.3 -0.47
H 0.981 3.332 2.454 1.1 -1.8 0.3 -0.02
H -0.648 1.702 2.470 1.9 -0.9 0.0 0.16
H 0.338 0.648 3.618 0.1 0.9 -2.0 0.48
H 0.846 -0.941 2.000 -0.2 1.9 -1.3 0.33
H -0.536 -0.183 1.051 1.9 0.5 0.7 0.27
H 1.502 1.731 -1.727 -0.4 -0.3 1.7 0.52
H 2.067 2.547 -0.170 -1.8 -1.1 -0.7 0.29
H -3.287 0.051 -2.028 -0.2 1.7 0.5 0.05
H -4.174 1.149 -0.825 1.0 0.1 -1.7 0.13
H -4.158 1.535 -2.709 1.3 -0.2 1.8 0.32
H 0.686 -2.765 -1.061 0.5 0.8 0.3 0.39
H 1.506 -2.985 1.407 1.3 0.3 -0.5 0.35
H 2.494 -3.956 -1.043 1.0 1.9 0.0 0.48
H 3.000 -2.647 -2.236 0.4 -0.2 1.7 0.18
H 5.026 -2.777 0.126 -0.4 -1.4 -1.2 0.18
H 5.258 -3.288 -1.720 -0.8 -0.3 2.0 0.16
H 2.680 -0.597 -2.824 0.2 1.2 0.2 0.31
H 4.683 2.333 -1.457 1.6 -0.9 -0.2 0.31
H 6.489 2.119 -0.939 -1.5 -0.7 -1.2 0.22
H 5.922 1.771 -2.714 -0.5 -0.2 1.7 0.41
H 6.558 -1.542 -1.416 -0.9 1.2 -1.3 0.32
H 5.571 -1.029 -3.003 0.6 0.3 1.5 0.19
H 7.050 -0.079 -2.429 -1.6 -1.2 0.6 0.43
H 4.278 1.971 0.953 0.7 -0.5 1.0 0.36
C 1.760 7.288 4.913 0.3 0.1 0.0 -1.42
C 1.046 6.318 3.984 -0.4 0.2 0.6 0.53
C -0.342 6.822 3.619 -0.1 0.0 -0.3 -1.25
O 0.937 5.047 4.620 0.0 0.0 -0.2 -0.42
H 1.208 7.408 5.851 -0.1 0.0 -0.1 0.34
H 2.752 6.907 5.176 -0.1 0.0 -0.1 0.35
H 1.875 8.270 4.446 0.0 0.0 0.1 0.38
H 1.637 6.178 3.074 0.0 -0.2 0.1 0.24
H -0.967 6.927 4.512 0.1 0.1 0.0 0.32
H -0.848 6.110 2.961 0.1 0.1 0.0 0.30
H -0.290 7.790 3.114 -0.1 -0.1 0.0 0.39
H 0.415 5.161 5.427 0.1 0.0 -0.2 0.28
C -1.420 -3.020 -5.014 0.0 -0.3 0.0 -1.03
C -2.613 -2.123 -5.300 0.6 0.3 0.2 0.39
C -2.210 -0.912 -6.127 -0.2 0.1 -0.2 -1.19
O -3.183 -1.686 -4.069 -0.3 0.0 0.2 -0.47
H -0.655 -2.483 -4.442 0.0 0.1 -0.1 0.11
H -1.722 -3.880 -4.409 0.0 0.0 -0.1 0.31
H -0.969 -3.386 -5.941 0.0 0.0 0.1 0.40
H -3.382 -2.692 -5.832 -0.1 0.1 0.2 0.29
H -1.474 -0.302 -5.594 0.0 -0.1 0.0 0.24
H -3.076 -0.270 -6.316 0.1 -0.1 0.0 0.32
H -1.784 -1.215 -7.088 0.0 0.1 0.1 0.39
H -2.509 -1.181 -3.591 0.0 -0.1 -0.2 0.26
C -0.276 -6.856 1.156 0.3 -0.1 -0.1 -1.33
C -0.250 -5.835 2.281 -0.5 -0.3 -0.2 0.40
C -1.529 -5.882 3.102 0.0 0.1 0.3 -1.36
O -0.089 -4.528 1.732 0.2 0.4 -0.1 -0.42
H -1.104 -6.658 0.467 -0.1 0.0 0.1 0.34
H 0.644 -6.803 0.567 0.0 0.0 0.1 0.30
H -0.382 -7.872 1.547 0.0 0.1 -0.1 0.40
H 0.610 -6.024 2.930 0.0 0.2 -0.1 0.31
H -2.401 -5.650 2.482 0.1 -0.1 -0.1 0.35
H -1.501 -5.135 3.901 0.1 -0.1 0.0 0.33
H -1.673 -6.869 3.552 0.0 0.1 0.0 0.40
H -0.846 -4.350 1.155 0.1 -0.1 0.2 0.24
C -7.367 -0.322 -1.664 0.3 -0.2 -0.1 -1.13
C -7.357 0.705 -0.542 -0.7 -0.1 -0.4 0.50
C -8.633 0.637 0.283 0.0 0.0 0.3 -1.43
O -7.223 2.011 -1.098 0.2 0.2 0.0 -0.54
H -8.201 -0.143 -2.351 -0.1 0.0 0.2 0.33
H -6.450 -0.253 -2.256 0.0 0.0 0.1 0.25
H -7.453 -1.337 -1.268 0.0 0.1 -0.1 0.36
H -6.492 0.534 0.105 0.0 0.2 -0.1 0.26
H -9.511 0.850 -0.336 0.1 -0.1 -0.1 0.36
H -8.617 1.388 1.078 0.1 -0.1 -0.1 0.35
H -8.757 -0.350 0.737 0.0 0.1 0.0 0.36
H -7.985 2.171 -1.672 0.2 -0.1 0.2 0.35
```
Forces are in eV/Å.


ORCA calculation (wB97M-V/def2-TZVPD) on a structure of composition C22H32N2O4.

## Properties
**DFT total energy**: -34481.901 eV
**Molecular weight**: 388.508 g mol⁻¹
**Energy relative to the best compared isomer or geometry (same formula, charge and spin)**: 24.407 eV
**Frontier orbital gap**: 8.518 eV

```
60
Properties=species:S:1:pos:R:3:forces:R:3:nbo_charge:R:1
C 6.181 -0.679 1.446 -6.2 1.2 -4.9 -0.61
C 5.521 -0.184 2.612 4.2 0.0 4.3 -0.05
H 5.349 -1.112 3.309 -0.2 2.3 -0.7 0.18
H 6.286 0.554 3.123 -1.0 -1.8 -0.3 0.18
O 4.542 0.668 2.327 -5.8 0.0 0.1 -0.48
C 3.308 -0.039 2.273 4.2 -2.6 0.8 0.14
C 3.150 -1.359 2.359 2.5 -7.9 -2.1 -0.19
C 2.038 -2.191 1.812 -0.3 1.6 2.7 -0.32
C 0.928 -1.425 1.563 -2.0 2.5 -0.9 0.19
C 0.922 0.052 1.607 2.0 -5.7 1.0 -0.27
C 2.142 0.455 2.026 -3.6 10.3 -1.7 0.31
O 2.207 1.892 1.878 -1.7 1.8 -1.6 -0.60
C 2.949 2.965 2.609 -3.1 -8.4 4.8 -0.04
C 2.545 2.471 4.247 -2.9 17.4 -5.5 -0.55
H 3.228 3.248 4.727 -1.0 -0.8 0.3 0.18
H 1.524 2.707 4.556 0.1 -0.3 -0.5 0.20
H 2.874 1.713 4.481 5.5 -14.2 3.7 0.14
H 2.579 3.902 2.555 -1.0 2.7 -1.3 0.19
H 3.875 2.563 2.432 2.9 1.1 -0.1 0.22
H 0.033 0.605 1.549 -0.6 0.9 -0.2 0.24
N -0.322 -1.939 1.238 -4.6 0.7 0.5 -0.66
C -0.741 -3.277 1.264 -0.8 1.4 -2.5 0.66
O -0.037 -4.270 1.198 -0.3 0.5 0.9 -0.60
C -2.264 -3.369 0.824 9.8 -3.8 -7.8 -0.20
N -2.334 -2.998 -0.837 -2.9 11.2 11.5 -0.43
C -2.807 -1.482 -0.803 3.7 -1.3 3.3 0.73
O -2.769 -0.589 0.222 -0.1 -5.7 -4.1 -0.68
C -3.053 -1.074 -2.153 5.0 7.9 2.9 -0.56
H -3.909 -1.337 -2.394 -7.8 -3.1 -3.2 0.21
C -3.279 0.659 -2.058 5.7 -3.6 -4.7 -0.12
H -3.992 0.692 -1.379 -3.5 1.2 2.7 0.20
C -3.496 1.190 -3.543 -4.3 -0.9 2.5 -0.26
H -4.316 0.530 -4.030 1.8 1.2 0.0 0.23
C -2.185 1.605 -4.111 0.3 -8.3 -2.6 -0.40
H -2.276 2.107 -5.007 0.0 0.7 -2.2 0.24
H -1.713 0.409 -4.210 -0.2 3.6 -0.4 0.18
C -1.682 2.296 -3.065 -4.0 1.4 10.0 -0.22
H -0.906 2.796 -2.779 5.5 2.5 -0.2 0.23
C -1.920 1.326 -1.711 -9.7 7.9 -0.4 -0.36
H -1.970 1.772 -0.621 0.0 0.1 -2.4 0.21
H -1.212 0.798 -1.619 9.5 -8.1 0.8 0.16
C -2.895 3.373 -2.540 2.0 -2.7 -15.1 -0.30
H -2.866 3.860 -1.746 0.1 3.3 7.5 0.17
H -2.624 4.357 -3.489 -1.0 -2.4 2.9 0.13
C -4.013 2.533 -3.209 -6.8 5.4 0.1 -0.44
H -5.004 2.701 -2.558 2.0 -1.5 -0.7 0.22
H -4.642 3.131 -4.169 2.6 -1.6 2.0 0.21
H -2.293 -1.008 -2.864 1.3 -1.3 -1.0 0.24
C -2.200 -3.726 -1.913 0.9 -3.5 -2.2 -0.42
H -1.927 -4.682 -1.370 -0.3 0.0 -2.0 0.24
H -1.377 -3.314 -2.466 0.7 -0.5 -1.0 0.19
H -3.106 -3.699 -2.515 -0.1 -0.8 -0.4 0.19
H -2.948 -2.904 1.182 -7.7 6.3 4.7 0.18
H -2.571 -4.309 0.653 -0.6 -3.9 0.6 0.20
H -1.311 -1.146 1.172 3.6 -2.9 -0.1 0.47
H 1.729 -3.264 2.036 1.7 1.3 -0.5 0.27
H 4.070 -2.096 2.357 -1.7 1.8 0.7 0.21
H 6.496 0.143 0.835 -0.1 0.2 -0.8 0.21
H 5.558 -1.484 0.914 0.8 1.5 0.2 0.20
H 6.929 -1.119 1.773 7.5 -4.3 2.7 0.20
```
Forces are in eV/Å.


Number 1: maximum force 3.23 eV/A. Number 2: maximum force 1.60 eV/A. Number 3: maximum force 4.88 eV/A. Number 4: maximum force 6.92 eV/A. Number 5: maximum force 18.45 eV/A.